{"formula": "C23H30N5O7", "method": "ωB97M-V with the def2-TZVPD basis set", "species": ["O", "O", "O", "O", "O", "O", "O", "C", "C", "C", "C", "C", "C", "C", "C", "C", "C", "C", "C", "C", "C", "C", "C", "N", "N", "N", "N", "N", "C", "C", "C", "C", "C", "C", "C", "H", "H", "H", "H", "H", "H", "H", "H", "H", "H", "H", "H", "H", "H", "H", "H", "H", "H", "H", "H", "H", "H", "H", "H", "H", "H", "H", "H", "H", "H"], "coordinates": [[2.577, 8.118, 1.706], [-2.068, -5.501, 5.003], [-1.638, -6.917, 0.734], [3.116, 8.385, -0.497], [0.067, 0.210, 0.739], [0.660, 3.901, 3.611], [1.186, 1.626, -1.430], [2.655, 7.666, 0.568], [-2.455, -5.258, 3.873], [-2.299, -5.887, 0.703], [2.806, 6.493, -1.966], [3.186, 7.800, -1.740], [0.286, -1.306, -2.909], [0.372, 2.100, 2.132], [0.478, 1.508, 0.878], [2.217, 6.261, 0.394], [2.302, 5.681, -0.870], [1.714, 5.497, 1.459], [1.905, 4.356, -1.071], [0.786, 3.408, 2.342], [1.011, 2.232, -0.203], [1.301, 4.165, 1.276], [1.407, 3.576, -0.008], [0.155, -0.124, -3.434], [-3.405, -5.756, -0.036], [0.474, -1.414, -1.609], [-1.575, -4.997, 2.905], [0.218, -2.340, -3.700], [-3.942, -5.227, 3.575], [3.703, 8.646, -2.869], [-3.976, -6.834, -0.846], [0.613, -2.639, -0.802], [-0.746, -3.152, -0.299], [-0.532, -4.076, 0.907], [-1.834, -4.656, 1.494], [-0.270, -0.098, 1.598], [0.986, 4.814, 3.663], [1.950, 2.051, -1.864], [2.880, 6.074, -2.963], [-0.026, 1.560, 2.983], [1.646, 5.966, 2.436], [1.977, 3.955, -2.074], [-0.011, -0.001, -4.414], [0.219, 0.675, -2.813], [-3.906, -4.885, 0.006], [0.522, -0.538, -1.092], [-0.614, -5.126, 3.190], [0.086, -2.221, -4.687], [0.341, -3.256, -3.310], [-4.483, -5.407, 4.504], [-4.186, -6.016, 2.867], [-4.221, -4.253, 3.183], [3.755, 8.080, -3.803], [4.705, 9.014, -2.630], [3.044, 9.506, -3.020], [-3.312, -7.065, -1.682], [-4.087, -7.735, -0.237], [-4.955, -6.544, -1.230], [1.120, -3.426, -1.364], [1.240, -2.398, 0.059], [-1.257, -3.688, -1.100], [-1.361, -2.307, 0.016], [-0.033, -3.489, 1.680], [0.138, -4.892, 0.629], [-2.613, -3.896, 1.460]], "forces_ev_per_angstrom": [[0.6, 0.4, -2.4], [0.1, 0.0, -0.1], [-0.3, 0.4, 0.0], [0.0, -0.2, -0.1], [0.0, -0.2, -0.1], [0.2, 0.0, -0.7], [0.3, -0.1, -0.5], [-0.8, -0.4, 3.1], [-1.1, -0.4, 1.7], [1.2, -0.9, 0.1], [0.4, 1.7, 0.9], [-0.5, -2.4, -1.2], [0.1, -0.3, 1.1], [0.2, 1.4, 0.7], [0.7, 0.9, -1.1], [-0.3, -0.6, 0.5], [0.0, -1.0, -1.2], [0.5, 0.8, -0.8], [0.2, 0.7, 0.3], [-0.6, -1.0, 1.0], [-0.6, -0.7, 1.7], [0.3, 0.9, -0.1], [0.0, -0.2, -0.5], [-0.2, 2.0, -0.3], [-0.9, 0.4, -0.4], [0.4, -0.1, 0.6], [0.8, 0.5, -1.9], [0.0, -1.7, -0.5], [0.4, -0.1, 0.0], [0.0, 0.3, 0.6], [0.3, -0.1, 0.2], [-0.7, 0.2, -0.1], [0.4, -0.3, 0.3], [-0.3, 0.0, -0.3], [0.2, -0.1, 0.8], [0.2, 0.1, -0.4], [-0.2, -0.4, 0.0], [-0.4, -0.4, 0.3], [0.0, 0.2, 0.2], [0.0, -0.1, -0.1], [0.1, 0.1, -0.2], [0.0, 0.0, 0.0], [0.0, 0.1, -0.1], [0.0, 0.2, -0.3], [0.0, 0.0, 0.1], [-0.1, -0.3, 0.0], [0.0, -0.1, -0.1], [0.0, -0.2, -0.1], [0.0, -0.2, -0.3], [0.2, 0.0, -0.1], [-0.1, 0.1, -0.2], [-0.2, 0.1, -0.2], [-0.1, 0.0, 0.3], [-0.1, 0.1, 0.0], [0.1, 0.0, 0.0], [-0.1, 0.0, 0.1], [0.0, 0.1, -0.1], [0.2, 0.1, 0.1], [0.1, 0.1, 0.0], [0.0, 0.1, -0.2], [-0.2, 0.1, -0.1], [0.0, 0.1, -0.2], [0.0, -0.1, 0.1], [0.0, -0.1, 0.1], [-0.1, 0.2, 0.0]], "fmax_ev_per_a": 3.22, "e_lumo_ev": -2.723, "e_tot_ev": -46117.065, "charge": 1, "homo_lumo_gap_ev": 7.526}